1.
C9H9FeO6 | ωB97M-V/def2-TZVPD

ORCA input file:
```
! RIJCOSX wB97M-V def2-TZVPD def2/J DEFGRID3
* xyz 1 5
O -0.98 2.81 -5.33
C -1.10 2.03 -4.46
Fe -1.45 1.18 -2.61
C -1.47 1.56 -0.89
O -1.53 1.68 0.25
C -1.32 -0.59 -2.42
O -1.08 -1.72 -2.15
C 0.36 1.37 -2.32
O 1.48 1.41 -2.06
C -3.24 1.36 -2.04
O -4.34 1.24 -1.65
H -1.87 0.07 -3.75
C 0.84 -1.47 3.16
C 2.11 -0.59 2.90
C 2.02 -0.19 1.41
O 0.72 -0.58 0.85
C 0.11 -1.51 1.77
H 1.22 -2.45 3.47
H 0.20 -1.08 3.97
H 2.97 -1.27 3.01
H 2.20 0.20 3.64
H 2.07 0.92 1.25
H 2.83 -0.68 0.83
H 0.19 -2.50 1.34
H -0.95 -1.21 1.84
*
```

## Properties
⟨S²⟩ ... 6.043
Frontier orbital gap (alpha / beta) ... 5.8095 / 4.0138 eV
LUMO energy (alpha / beta) ... -2.97 / -9.02 eV
Energy above the lowest of the compared OMol25 structures with the same formula, charge and spin ... 2.220 eV
HOMO energy (alpha / beta) ... -8.783 / -13.030 eV

***

2.
C31H27N2O4PPtS3 | ωB97M-V/def2-TZVPD

ORCA input file:
```
! RIJCOSX wB97M-V def2-TZVPD def2/J DEFGRID3
* xyz 0 1
Pt 1.28 0.66 -1.44
O 3.17 -1.11 -2.84
N 2.90 -0.54 -1.58
C 3.97 -0.32 -0.92
C 4.04 0.17 0.47
C 5.34 0.29 0.97
C 5.58 0.70 2.27
C 4.51 0.98 3.10
C 3.21 0.85 2.62
C 2.95 0.46 1.31
P 1.23 0.21 0.75
C 0.21 1.34 1.72
C 0.56 2.69 1.72
C -0.27 3.61 2.35
C -1.44 3.19 2.97
C -1.80 1.85 2.94
C -0.98 0.92 2.31
C 0.91 -1.48 1.33
C 0.85 -2.49 0.37
C 0.69 -3.81 0.77
C 0.59 -4.12 2.12
C 0.65 -3.12 3.07
C 0.82 -1.80 2.68
H 3.10 -0.34 -3.44
H 4.90 -0.57 -1.40
H 6.17 0.06 0.31
H 6.59 0.80 2.63
H 4.67 1.31 4.12
H 2.38 1.08 3.28
H 1.45 3.02 1.20
H 0.00 4.66 2.34
H -2.08 3.91 3.46
H -2.72 1.53 3.41
H -1.27 -0.12 2.28
H 0.88 -2.23 -0.68
H 0.63 -4.59 0.02
H 0.46 -5.15 2.42
H 0.57 -3.36 4.12
H 0.87 -1.02 3.43
N -0.25 -1.35 -2.71
S -1.72 -1.00 -3.20
C -2.83 -2.02 -2.23
C -2.30 -2.93 -1.33
C -3.16 -3.71 -0.57
C -4.53 -3.60 -0.74
C -5.05 -2.70 -1.66
C -4.20 -1.91 -2.41
C -2.20 0.58 -2.50
C -2.22 1.66 -3.38
C -2.53 2.92 -2.90
C -2.82 3.09 -1.55
C -2.78 2.01 -0.68
C -2.47 0.75 -1.15
H 0.28 -1.53 -3.56
H -1.22 -2.99 -1.24
H -2.75 -4.41 0.15
H -5.20 -4.22 -0.15
H -6.12 -2.62 -1.79
H -4.60 -1.19 -3.12
H -1.99 1.51 -4.42
H -2.53 3.77 -3.57
H -3.04 4.08 -1.18
H -2.97 2.16 0.37
H -2.43 -0.10 -0.47
O 0.54 4.42 -2.64
S 1.22 3.31 -2.03
O 2.31 3.62 -1.14
O 0.19 2.39 -1.33
S 1.79 1.88 -3.44
*
```

## Properties
Frontier orbital gap ... 7.0301 eV
LUMO energy ... -0.83 eV
Energy above the lowest of the compared OMol25 structures with the same formula, charge and spin ... 0.000 eV
HOMO energy ... -7.864 eV

***

3.
C3H4N4O | ωB97M-V/def2-TZVPD

ORCA input file:
```
! RIJCOSX wB97M-V def2-TZVPD def2/J DEFGRID3
* xyz 0 1
H -1.64 -1.85 0.09
N -0.74 -1.43 0.11
C -0.60 -0.18 0.48
O -1.83 0.66 0.40
C -1.22 1.93 0.59
N 0.09 1.86 0.43
N 0.47 0.57 0.53
N 1.55 0.05 -0.24
C 1.70 -1.08 -0.94
H -1.59 2.83 0.83
H 2.64 -1.42 -1.38
H 1.16 -1.94 -0.89
*
```

## Properties
SMILES ... [H]/N=c1\ocnn1N=C
Frontier orbital gap ... 9.7335 eV
LUMO energy ... 0.61 eV
Energy above the lowest of the compared OMol25 structures with the same formula, charge and spin ... 5.520 eV
HOMO energy ... -9.126 eV

***

4.
C12H9N6O2PdS | ωB97M-V/def2-TZVPD

ORCA input file:
```
! RIJCOSX wB97M-V def2-TZVPD def2/J DEFGRID3
* xyz -1 3
Pd -1.02 -0.89 0.20
N -4.76 -1.75 -1.89
C -3.49 -1.38 -1.53
S -2.70 -2.42 -0.35
N -2.98 -0.35 -2.11
N -1.68 -0.12 -1.69
C -1.05 0.84 -2.27
C 0.33 1.20 -2.01
C 0.80 2.36 -2.64
C 2.09 2.82 -2.46
C 2.94 2.09 -1.62
C 2.51 0.94 -1.00
C 1.21 0.44 -1.18
O 0.89 -0.70 -0.63
H -5.26 -2.33 -1.25
H -5.29 -1.03 -2.37
H -1.60 1.42 -3.01
H 0.12 2.90 -3.28
H 2.43 3.72 -2.95
H 3.95 2.44 -1.45
H 3.17 0.38 -0.35
N 1.52 -1.62 2.10
C 0.50 -1.10 2.84
O -0.61 -0.82 2.28
C 0.69 -0.89 4.22
C -0.36 -0.39 5.04
N -1.21 0.02 5.70
C 1.95 -1.19 4.80
N 2.99 -1.47 5.22
H 2.43 -1.66 2.53
H 1.49 -1.45 1.10
*
```

## Properties
⟨S²⟩ ... 2.009
Frontier orbital gap (alpha / beta) ... 7.6851 / 6.1947 eV
LUMO energy (alpha / beta) ... 2.71 / 1.21 eV
Energy above the lowest of the compared OMol25 structures with the same formula, charge and spin ... 0.000 eV
HOMO energy (alpha / beta) ... -4.976 / -4.987 eV

***

Question: What is the energy above the lowest of the compared OMol25 structures with the same formula, charge and spin in the second record?
Answer: 0.000 eV

***

Question: Look up the energy above the lowest of the compared OMol25 structures with the same formula, charge and spin of the fourth one.
Answer: 0.000 eV